The following is a quantum chemistry calculation of an isolated ion of composition C12H17N2 and charge +1, from the OMol25 dataset.

The geometry in XYZ format:
```
31
Properties=species:S:1:pos:R:3
C -2.904 -1.800 -1.028
N -1.972 -0.743 -1.079
C -0.944 -0.385 -0.355
N -0.559 -0.676 0.868
C -0.970 -1.765 1.723
C 0.695 -0.054 1.092
C 1.384 -0.131 2.274
C 2.416 0.746 2.454
C 2.885 1.566 1.485
C 2.209 1.629 0.295
C 1.096 0.845 0.138
C 0.154 0.727 -0.985
C -0.615 1.988 -1.459
C 0.873 -0.112 -2.128
H -2.955 -2.212 0.096
H -2.613 -2.472 -1.811
H -3.874 -1.381 -1.127
H -2.089 -0.430 -2.049
H -1.701 -1.416 2.428
H -1.368 -2.656 1.258
H -0.146 -1.987 2.334
H 1.075 -0.717 3.077
H 2.907 0.768 3.299
H 3.601 2.359 1.699
H 2.546 2.284 -0.474
H 0.069 2.811 -1.804
H -1.304 2.249 -0.702
H -1.090 1.815 -2.329
H 1.983 0.288 -2.230
H 0.286 0.017 -3.066
H 0.925 -1.155 -1.894
```

Properties
structure (SMILES)	C/[NH+]=C1\N(C)c2ccccc2C1(C)C
gap between HOMO and LUMO	9.64	eV
HOMO level	-12.3	eV
charge	+1

The following is a quantum chemistry calculation of C3H4HgO3 as an isolated structure, from the OMol25 dataset.

The geometry in XYZ format:
```
11
Properties=species:S:1:pos:R:3
O 0.522 0.722 -1.812
C 0.056 1.824 -1.195
C -0.379 1.678 0.235
O -0.394 0.614 0.844
Hg 0.526 -0.999 -0.544
H -0.845 2.305 -1.671
H 0.773 2.692 -1.140
H -0.640 2.621 0.767
C 0.257 -2.964 0.967
O -0.253 -3.954 1.538
H 0.379 -4.539 2.011
```

Properties
gap between HOMO and LUMO (alpha / beta)	6.19 / 8.76	eV
expectation value of S²	2.012
HOMO level (alpha / beta)	-6.2 / -9.0	eV
2S+1	3

The following is a quantum chemistry calculation of one molecule with the formula C16H27NO3, from the OMol25 dataset.

The geometry in XYZ format:
```
47
Properties=species:S:1:pos:R:3
C 5.672 -0.715 -2.454
C 4.668 0.427 -2.546
C 3.575 0.306 -1.485
C 2.604 1.482 -1.559
C 1.308 1.378 -0.739
C 1.495 1.422 0.789
C 1.942 0.138 1.480
C 0.457 0.185 -1.197
N -0.897 0.282 -0.697
C -1.433 -0.570 0.186
O -0.844 -1.564 0.594
C -2.864 -0.249 0.590
C -3.783 -0.855 -0.483
C -5.222 -0.806 -0.072
C -5.607 -0.641 1.181
C -4.662 -0.491 2.327
C -3.219 -0.846 1.963
C -2.275 -0.301 3.041
O -2.565 0.623 3.751
O -1.105 -0.923 3.153
H 5.173 -1.673 -2.587
H 6.160 -0.717 -1.482
H 6.437 -0.616 -3.221
H 4.212 0.429 -3.539
H 5.189 1.379 -2.421
H 4.050 0.277 -0.504
H 3.041 -0.633 -1.632
H 2.317 1.619 -2.606
H 3.129 2.389 -1.251
H 0.738 2.283 -0.995
H 2.211 2.216 1.013
H 0.540 1.717 1.234
H 2.928 -0.178 1.156
H 1.242 -0.672 1.304
H 1.977 0.311 2.553
H 0.427 0.159 -2.292
H 0.862 -0.758 -0.833
H -1.418 1.105 -0.960
H -3.014 0.834 0.630
H -3.651 -0.320 -1.428
H -3.492 -1.896 -0.659
H -5.944 -0.924 -0.866
H -6.658 -0.600 1.432
H -4.991 -1.120 3.157
H -4.686 0.541 2.691
H -3.098 -1.933 1.904
H -0.925 -1.501 2.377
```

Properties
structure (SMILES)	CCCC[C@H](CC)CNC(=O)[C@H]1CC=CC[C@@H]1C(=O)O
gap between HOMO and LUMO	10.04	eV
HOMO level	-9.5	eV

The following is a quantum chemistry calculation of C40H40Cl2Ge2N6O3SSeTi as an isolated structure, from the OMol25 dataset.

The geometry in XYZ format:
```
96
Properties=species:S:1:pos:R:3
Ti 1.415 0.247 0.344
C 4.660 0.078 3.715
C 4.236 -0.955 4.537
C 3.298 -1.835 4.051
C 2.790 -1.648 2.767
N 3.115 -0.596 2.008
C 4.063 0.224 2.481
N 1.987 -2.665 2.267
C 1.633 -2.731 1.040
N 1.714 -1.795 0.001
C 1.206 -2.405 -1.129
N 1.152 -1.976 -2.334
C 1.684 -0.772 -2.726
C 1.991 -0.697 -4.092
C 2.574 0.427 -4.614
C 2.809 1.495 -3.759
C 2.453 1.370 -2.439
N 1.919 0.258 -1.886
C 0.736 -3.768 -0.806
C 0.166 -4.753 -1.588
C -0.152 -5.954 -0.965
C 0.119 -6.157 0.390
C 0.715 -5.165 1.160
C 1.002 -3.967 0.533
H 5.415 0.784 4.030
H 4.647 -1.080 5.530
H 2.963 -2.696 4.612
H 4.336 1.038 1.834
H 1.764 -1.568 -4.689
H 2.826 0.487 -5.665
H 3.229 2.429 -4.102
H 2.594 2.217 -1.805
H -0.018 -4.592 -2.642
H -0.610 -6.749 -1.537
H -0.131 -7.108 0.843
H 0.951 -5.314 2.205
C -2.842 -1.901 -0.454
Ge -2.283 -0.625 -1.847
C -3.832 0.373 -2.553
C -1.791 -1.787 -3.354
Ge -0.824 1.131 -0.905
C -0.592 2.333 -2.441
C -0.586 1.793 -3.726
C -0.422 2.600 -4.844
C -0.261 3.968 -4.688
C -0.282 4.523 -3.416
C -0.449 3.714 -2.301
C -1.990 2.053 0.399
C -1.507 3.162 1.094
C -2.296 3.833 2.019
C -3.598 3.414 2.256
C -4.105 2.328 1.558
C -3.307 1.656 0.639
H -3.676 -2.505 -0.816
H -3.139 -1.404 0.468
H -2.002 -2.565 -0.237
H -4.714 -0.269 -2.585
H -3.592 0.681 -3.572
H -4.063 1.268 -1.979
H -2.727 -2.080 -3.834
H -1.277 -2.675 -2.996
H -1.161 -1.308 -4.100
H -0.709 0.725 -3.861
H -0.420 2.160 -5.834
H -0.129 4.603 -5.555
H -0.170 5.592 -3.289
H -0.468 4.164 -1.319
H -0.494 3.505 0.930
H -1.876 4.674 2.556
H -4.217 3.936 2.975
H -5.126 2.003 1.722
H -3.734 0.812 0.110
Cl 4.565 3.631 2.097
C 3.803 3.826 0.513
Cl 4.994 3.609 -0.796
C 2.640 2.867 0.255
O 1.584 3.354 -0.098
O 2.886 1.596 0.327
H 3.421 4.837 0.459
O -0.202 -0.674 1.352
S -0.464 -1.013 2.836
C -1.975 -0.147 3.299
C -2.781 -1.159 4.095
C -2.732 -2.454 3.279
C -1.286 -2.642 2.821
H -2.450 0.128 2.356
H -1.696 0.760 3.831
H -3.801 -0.807 4.246
H -2.335 -1.309 5.082
H -3.380 -2.358 2.408
H -3.073 -3.316 3.852
H -1.190 -3.023 1.806
H -0.696 -3.272 3.486
Se 1.069 1.594 2.892
C 1.209 3.412 2.892
N 1.306 4.564 2.919
```

Properties
gap between HOMO and LUMO	6.77	eV
HOMO level	-7.7	eV

The following is a quantum chemistry calculation of C27H28O7P4Zr as an isolated structure, from the OMol25 dataset.

The geometry in XYZ format:
```
67
Properties=species:S:1:pos:R:3
Zr 0.729 0.811 -0.031
O 3.040 0.580 -0.678
P 3.393 1.670 0.539
O 4.746 1.643 1.025
O 2.152 1.217 1.354
O 2.947 3.054 -0.161
P 1.498 3.458 -0.764
O 1.269 2.194 -1.847
O 1.438 4.778 -1.330
O 0.468 2.843 0.210
H 3.674 0.475 -1.401
H 1.786 2.200 -2.665
C -2.209 -2.462 0.465
C -2.836 -1.097 0.188
P -1.842 0.391 0.578
C -2.405 1.147 2.095
C -1.456 1.571 3.027
C -1.864 2.219 4.182
C -3.215 2.436 4.407
C -4.165 2.014 3.484
C -3.766 1.369 2.326
C -2.075 1.520 -0.810
C -2.399 2.867 -0.629
C -2.427 3.719 -1.717
C -2.123 3.244 -2.991
C -1.805 1.910 -3.183
C -1.776 1.043 -2.097
C -1.110 -2.853 -0.523
P 0.361 -1.784 -0.674
C 1.411 -2.512 -1.930
C 1.734 -1.745 -3.051
C 2.534 -2.280 -4.050
C 3.007 -3.579 -3.929
C 2.679 -4.350 -2.820
C 1.879 -3.823 -1.820
C 1.282 -1.739 0.896
C 0.651 -1.386 2.109
C 1.399 -1.200 3.263
C 2.776 -1.347 3.229
C 3.412 -1.709 2.046
C 2.678 -1.902 0.891
H -2.998 -3.210 0.371
H -1.862 -2.545 1.494
H -3.759 -0.990 0.760
H -3.110 -1.016 -0.866
H -0.396 1.401 2.859
H -1.132 2.554 4.904
H -3.534 2.938 5.311
H -5.216 2.193 3.665
H -4.507 1.064 1.597
H -2.609 3.244 0.364
H -2.686 4.760 -1.576
H -2.150 3.919 -3.836
H -1.600 1.536 -4.178
H -1.577 -0.010 -2.264
H -1.514 -2.887 -1.540
H -0.742 -3.856 -0.295
H 1.335 -0.740 -3.152
H 2.778 -1.693 -4.925
H 3.630 -3.998 -4.708
H 3.047 -5.364 -2.737
H 1.631 -4.426 -0.954
H -0.424 -1.314 2.177
H 0.899 -0.949 4.189
H 3.358 -1.194 4.128
H 4.485 -1.838 2.028
H 3.180 -2.183 -0.025
```

Properties
gap between HOMO and LUMO	7.63	eV
HOMO level	-15.1	eV
charge	+2

The following is a quantum chemistry calculation of a 3-piece molecular cluster, C16H34N5O5P overall, from the OMol25 dataset.

The geometry in XYZ format:
```
61
Properties=species:S:1:pos:R:3
N 3.504 -1.097 -0.704
C 4.294 -1.493 0.132
C 5.257 -2.303 1.152
C 4.504 -3.516 1.903
C 5.524 -4.314 2.870
N 6.336 -4.882 3.566
C 3.164 -3.109 2.693
C 1.836 -3.048 1.766
C 0.476 -3.181 2.665
C -0.631 -2.083 2.230
O -1.461 -1.596 3.070
O -0.735 -1.615 0.866
P 6.191 -1.090 2.284
N 7.834 -1.739 2.617
O 5.478 -0.986 3.851
H 6.062 -2.795 0.470
H 4.200 -4.272 1.073
H 3.231 -2.141 3.299
H 2.968 -3.958 3.464
H 1.794 -1.973 1.327
H 1.856 -3.770 0.874
H 0.032 -4.250 2.633
H 0.794 -2.890 3.741
H -1.699 -1.658 0.622
H 7.640 -2.563 3.230
H 8.187 -2.037 1.692
H 5.176 -0.040 3.905
C -4.550 3.812 1.679
O -3.559 2.851 2.005
C -4.033 1.508 2.061
C -4.154 0.818 0.686
C -5.369 1.270 -0.120
N -2.945 1.016 -0.124
H -5.531 3.549 2.087
H -4.610 3.937 0.596
H -4.245 4.771 2.103
H -3.289 0.959 2.647
H -4.973 1.452 2.624
H -4.271 -0.256 0.870
H -5.231 2.252 -0.574
H -5.563 0.569 -0.937
H -6.265 1.305 0.506
H -2.149 0.621 0.377
H -2.748 2.018 -0.135
C 0.613 2.627 -5.376
O -0.100 1.401 -5.388
C -0.624 1.009 -4.121
C -1.950 1.699 -3.739
C -1.777 3.144 -3.280
N -2.915 1.663 -4.846
H 1.158 2.778 -4.439
H -0.069 3.459 -5.558
H 1.333 2.608 -6.196
H -0.817 -0.066 -4.205
H 0.133 1.127 -3.336
H -2.376 1.142 -2.897
H -1.606 3.832 -4.109
H -2.679 3.488 -2.765
H -0.940 3.236 -2.580
H -3.104 0.690 -5.083
H -2.439 2.024 -5.675
```

Properties
structure (SMILES)	N#C[C@H]([C@@H](C#N)CCCC(=O)O)P(N)O.COC[C@@H](C)N.COC[C@@H](C)N
gap between HOMO and LUMO	9.07	eV
HOMO level	-9.0	eV

Respective strongest force on any atom values: 0.098, 0.042, 0.011, 0.011, 0.007, 0.134 hartree/bohr.